{
  "formula": "C22H43N2NiPSSi2",
  "method": "ωB97M-V with the def2-TZVPD basis set",
  "symbols": ["Ni", "C", "Si", "C", "C", "C", "C", "C", "C", "C", "C", "N", "Si", "C", "C", "C", "H", "H", "H", "H", "H", "H", "H", "H", "H", "H", "H", "H", "H", "H", "H", "H", "H", "H", "H", "H", "H", "H", "C", "C", "C", "P", "C", "C", "C", "C", "C", "C", "H", "H", "H", "H", "H", "H", "H", "H", "H", "H", "H", "H", "H", "H", "H", "H", "H", "H", "H", "H", "H", "S", "C", "N"],
  "positions_angstrom": [[-0.659, -1.175, -0.273], [2.865, 0.910, -0.772], [1.683, 0.236, -2.066], [2.187, -1.529, -2.449], [2.025, 1.255, -3.616], [-0.154, 0.288, -1.635], [-0.792, -0.603, -2.654], [-1.026, -0.467, -4.022], [-1.572, -1.538, -4.706], [-1.891, -2.713, -4.034], [-1.659, -2.776, -2.676], [-1.123, -1.741, -2.033], [-0.992, 1.958, -1.558], [-1.548, 2.625, -3.232], [0.139, 3.319, -0.918], [-2.586, 1.796, -0.568], [3.873, 0.846, -1.192], [2.863, 0.323, 0.146], [2.683, 1.957, -0.525], [3.254, -1.563, -2.685], [1.649, -1.920, -3.316], [2.005, -2.224, -1.627], [3.088, 1.184, -3.865], [1.791, 2.313, -3.479], [1.466, 0.893, -4.481], [-0.770, 0.448, -4.534], [-1.747, -1.461, -5.772], [-2.309, -3.564, -4.552], [-1.892, -3.647, -2.079], [-0.728, 2.706, -3.949], [-1.940, 3.634, -3.071], [-2.347, 2.034, -3.682], [0.814, 3.621, -1.723], [0.751, 3.048, -0.062], [-0.453, 4.196, -0.644], [-3.304, 1.226, -1.166], [-3.039, 2.766, -0.349], [-2.456, 1.253, 0.369], [1.833, 1.359, 2.976], [0.683, 1.219, 1.977], [-0.291, 2.384, 2.186], [-0.173, -0.438, 1.834], [0.896, -1.746, 2.603], [2.142, -1.947, 1.735], [1.246, -1.709, 4.093], [-1.712, -0.204, 2.844], [-1.496, 0.045, 4.339], [-2.779, -1.277, 2.644], [2.299, 2.336, 2.828], [2.607, 0.606, 2.844], [1.487, 1.320, 4.010], [1.113, 1.329, 0.982], [-0.726, 2.366, 3.186], [-1.099, 2.405, 1.457], [0.256, 3.323, 2.090], [0.276, -2.630, 2.450], [2.854, -1.126, 1.835], [1.883, -2.054, 0.681], [2.651, -2.863, 2.038], [1.727, -0.790, 4.417], [1.940, -2.527, 4.297], [0.371, -1.872, 4.717], [-2.108, 0.716, 2.406], [-1.382, -0.896, 4.875], [-2.375, 0.546, 4.752], [-0.626, 0.662, 4.557], [-2.446, -2.252, 3.004], [-3.067, -1.379, 1.597], [-3.671, -0.999, 3.210], [-1.326, -3.201, 0.594], [-0.018, -4.028, -0.073], [0.884, -4.589, -0.533]],
  "max_force_ev_per_a": 0.127,
  "homo_ev": -8.30,
  "total_energy_ha": -3800.525436,
  "spin_multiplicity": 1
}